1.
# C24H43NP2Ru

A molecular structure, C24H43NP2Ru at a distorted geometry (the ωB97M-V functional and the def2-TZVPD basis, the Open Molecules 2025 dataset).

Positions of all 71 atoms, in Å:
P: 0.422 -2.887 1.651
P: 0.073 2.953 0.903
C: 1.006 1.361 -1.312
C: 0.676 2.800 -0.880
H: 1.696 1.392 -2.184
H: 1.501 0.819 -0.497
H: 1.609 3.394 -0.922
H: -0.060 3.244 -1.562
C: -1.644 3.447 0.470
H: -2.113 3.956 1.323
H: -2.215 2.537 0.236
H: -1.627 4.106 -0.408
C: 0.761 4.547 1.486
H: 1.130 5.146 0.640
H: 1.578 4.294 2.180
H: -0.026 5.080 2.040
C: -1.077 -2.704 0.734
H: -1.879 -3.300 1.192
H: -0.912 -3.049 -0.289
H: -1.380 -1.647 0.706
C: 1.546 -4.132 1.003
H: 2.569 -3.929 1.353
H: 1.530 -4.147 -0.096
H: 1.229 -5.114 1.391
Ru: -0.144 -0.029 -2.419
C: -0.029 0.697 -4.231
C: -1.377 0.797 -3.709
C: -2.441 -0.174 -4.180
C: -2.059 -1.641 -3.879
C: -0.989 -1.775 -2.826
C: 0.419 -1.789 -3.140
C: 0.871 -1.661 -4.573
C: 0.331 -0.373 -5.239
C: 0.189 -3.445 3.341
H: 0.576 1.612 -4.308
H: -1.755 1.791 -3.453
H: -2.658 -0.023 -5.247
H: -3.381 0.066 -3.654
H: -2.966 -2.119 -3.483
H: -1.779 -2.201 -4.785
H: -1.308 -2.354 -1.964
H: 1.066 -2.373 -2.479
H: 0.612 -2.554 -5.162
H: 1.970 -1.624 -4.587
H: 1.109 0.036 -5.898
H: -0.545 -0.605 -5.861
H: 1.132 -3.323 3.899
H: -0.049 -4.519 3.275
H: -0.617 -2.922 3.871
C: -0.661 2.095 4.117
N: -1.006 1.080 3.131
C: -2.443 1.039 2.898
C: -0.388 -0.235 3.361
C: 0.994 -0.327 2.734
C: 1.975 0.600 3.082
C: 3.103 0.764 2.271
C: 3.295 -0.070 1.166
C: 2.399 -1.110 0.914
C: 1.295 -1.304 1.752
H: -1.171 3.031 3.855
H: 0.417 2.281 4.136
H: -0.981 1.781 5.131
H: -2.667 0.420 2.019
H: -2.976 0.628 3.773
H: -2.807 2.056 2.707
H: -0.318 -0.419 4.455
H: -1.064 -0.988 2.929
H: 1.892 1.185 3.999
H: 3.833 1.540 2.519
H: 4.162 0.070 0.520
H: 2.548 -1.780 0.062

Properties
molar mass = 508.6 g/mol
spin multiplicity = 5
charge = +2
LUMO energy (spin up / spin down) = -5.242 / -8.608 eV



2.
# CH4BNO2

2 unconnected molecules or ions with the total composition CH4BNO2 at a distorted geometry (the ωB97M-V functional and the def2-TZVPD basis, the Open Molecules 2025 dataset).

Positions of all 9 atoms, in Å:
B: 1.845 0.543 0.067
C: -2.019 -0.443 -0.017
N: -0.958 0.334 -0.020
O: -0.982 1.550 0.011
O: 0.826 -0.260 -0.063
H: 2.993 0.316 -0.084
H: 1.495 1.726 0.255
H: -1.964 -1.455 0.207
H: -3.100 0.040 -0.174

Properties
molar mass = 72.9 g/mol
energy above the lowest of the compared OMol25 structures with the same formula, charge and spin = 70.66 kcal per mole
spin multiplicity = 1
LUMO energy (spin up / spin down) = -1.535 / -1.531 eV



3.
# C47H50AsCsN5O7SSi

A molecular structure, C47H50AsCsN5O7SSi at a distorted geometry (the ωB97M-V functional and the def2-TZVPD basis, the Open Molecules 2025 dataset).

Positions of all 113 atoms, in Å:
Cs: 2.417 -0.707 -1.646
C: 0.999 -1.789 5.707
C: 1.101 -0.489 4.961
C: 1.248 0.719 5.630
C: 1.344 1.914 4.931
C: 1.292 1.905 3.548
C: 1.132 0.717 2.840
C: 1.091 0.741 1.339
C: 1.027 -0.480 3.563
N: 0.965 -1.748 2.918
C: -0.037 -2.102 2.217
C: -1.284 -1.323 1.978
C: 0.051 -3.459 1.557
C: 0.945 -4.492 2.177
N: -0.701 -3.597 0.549
C: -0.729 -4.778 -0.236
C: 0.362 -5.155 -1.031
C: 1.668 -4.405 -1.039
C: 0.199 -6.236 -1.897
C: -0.991 -6.937 -1.954
C: -2.059 -6.548 -1.154
C: -1.951 -5.457 -0.305
C: -3.115 -4.983 0.516
H: 1.173 -1.639 6.773
H: 1.723 -2.514 5.328
H: 0.012 -2.243 5.585
H: 1.289 0.718 6.714
H: 1.462 2.850 5.464
H: 1.361 2.835 2.993
H: 1.562 1.646 0.950
H: 0.071 0.735 0.947
H: 1.609 -0.128 0.932
H: -1.311 -0.425 2.588
H: -2.153 -1.948 2.187
H: -1.354 -1.042 0.925
H: 1.814 -4.019 2.629
H: 1.253 -5.242 1.453
H: 0.391 -4.995 2.974
H: 1.711 -3.621 -0.290
H: 1.813 -3.941 -2.017
H: 2.501 -5.093 -0.870
H: 1.028 -6.518 -2.537
H: -1.097 -7.773 -2.633
H: -3.002 -7.080 -1.208
H: -4.014 -5.551 0.274
H: -3.307 -3.924 0.331
H: -2.924 -5.087 1.587
O: 0.442 0.536 -8.722
N: -0.103 1.165 -7.825
O: -0.755 2.177 -8.017
C: 0.040 0.688 -6.437
C: 0.801 -0.419 -6.230
C: 0.951 -0.863 -4.890
C: 0.260 -0.248 -3.787
O: 0.220 -0.714 -2.621
C: -0.441 1.008 -4.097
C: -0.580 1.431 -5.419
N: -0.952 1.752 -3.116
O: -0.933 1.577 -1.732
O: -1.600 2.929 -3.303
N: 1.780 -2.003 -4.686
O: 2.138 -2.291 -3.522
O: 2.163 -2.670 -5.644
H: 1.291 -0.935 -7.035
H: -1.150 2.316 -5.641
C: 4.553 1.034 2.753
As: 5.224 -0.487 1.778
C: 6.968 -0.777 2.546
C: 4.197 -2.009 2.350
S: 5.333 -0.190 -0.282
H: 4.333 0.765 3.787
H: 3.648 1.394 2.270
H: 5.314 1.812 2.717
H: 6.916 -0.758 3.635
H: 7.624 0.010 2.184
H: 7.345 -1.738 2.206
H: 4.473 -2.266 3.373
H: 4.427 -2.837 1.682
H: 3.134 -1.792 2.319
C: -2.497 2.412 3.296
C: -3.015 1.511 2.374
C: -2.747 1.666 1.020
C: -1.953 2.712 0.532
C: -1.443 3.598 1.486
C: -1.708 3.458 2.844
Si: -1.860 3.013 -1.388
C: -0.848 4.601 -1.429
C: 0.506 4.507 -1.092
C: 1.355 5.601 -1.196
C: 0.864 6.822 -1.636
C: -0.478 6.938 -1.972
C: -1.319 5.837 -1.871
C: -3.710 2.878 -1.725
C: -4.194 1.687 -2.276
C: -5.549 1.503 -2.504
C: -6.455 2.511 -2.196
C: -5.994 3.701 -1.655
C: -4.634 3.875 -1.418
H: -2.718 2.304 4.352
H: -3.642 0.691 2.709
H: -3.186 0.962 0.318
H: -0.825 4.432 1.165
H: -1.302 4.175 3.550
H: 0.905 3.554 -0.751
H: 2.403 5.499 -0.937
H: 1.526 7.675 -1.730
H: -0.869 7.885 -2.324
H: -2.361 5.945 -2.159
H: -3.497 0.893 -2.533
H: -5.899 0.572 -2.935
H: -7.514 2.368 -2.379
H: -6.692 4.494 -1.409
H: -4.297 4.808 -0.973

Properties
molar mass = 1064.9 g/mol
energy above the lowest of the compared OMol25 structures with the same formula, charge and spin = 0.00 kcal per mole
spin multiplicity = 1
charge = -1
LUMO energy = 1.433 eV